[1]
This record from the OMol25 dataset describes C29H38GdNO2P2Si as an isolated structure. The level of theory is ωB97M-V/def2-TZVPD.

Summary:
Calculated total energy ... -3070.35009 hartree
2S+1 ... 8
E_HOMO (alpha / beta) ... -0.4569 / -0.4490 hartree
Charge ... +2

Atoms and positions in Å:
Gd 0.14 1.03 -0.01
P 2.23 -0.70 0.53
C 2.23 -0.50 -1.38
C 1.03 -1.08 -2.05
N -0.19 -0.62 -1.67
C -1.37 -1.06 -2.11
C -1.35 -2.01 -3.09
C -0.17 -2.48 -3.58
C 1.05 -2.01 -3.09
C -2.65 -0.53 -1.49
P -2.53 1.16 -0.71
H 2.02 -2.36 -3.41
H -2.33 -2.36 -3.43
H -0.16 -3.24 -4.39
H -3.40 -0.48 -2.28
H -2.97 -1.23 -0.70
H 2.17 0.73 -1.50
H 3.20 -0.85 -1.81
H 0.89 2.89 -1.25
O 1.55 2.04 -1.82
H 1.41 2.03 -2.75
H 0.02 2.90 0.64
O 0.08 3.36 -0.50
H -0.36 4.24 -0.56
C -2.97 2.19 -2.13
H -3.93 1.85 -2.53
H -3.05 3.23 -1.80
H -2.20 2.13 -2.92
C -4.03 1.19 0.29
H -3.92 1.98 1.03
H -4.89 1.38 -0.35
H -4.15 0.24 0.82
C 2.13 -2.47 0.77
H 3.05 -2.92 0.37
H 2.05 -2.62 1.86
H 1.24 -2.87 0.27
C 3.97 -0.26 0.83
H 4.05 -0.01 1.90
H 4.59 -1.13 0.58
H 4.27 0.62 0.23
C -1.29 4.87 2.70
C -0.04 4.43 2.27
C 0.22 3.04 2.22
C -0.77 2.09 2.69
C -1.98 2.61 3.20
C -2.24 3.98 3.15
Si -0.37 0.25 2.76
C 0.69 -0.05 4.24
C 2.03 -0.45 4.10
C 2.81 -0.68 5.24
C 2.26 -0.50 6.51
C 0.92 -0.10 6.65
C 0.13 0.12 5.51
C -1.75 -1.00 2.87
C -1.36 -2.36 2.79
C -2.28 -3.37 3.04
C -3.61 -3.05 3.34
C -4.02 -1.72 3.36
C -3.10 -0.70 3.09
H -1.50 5.95 2.72
H 0.75 5.13 2.02
H 1.28 2.70 2.20
H -2.70 1.94 3.67
H -3.21 4.34 3.50
H 2.45 -0.59 3.10
H 3.85 -0.99 5.13
H 2.87 -0.66 7.40
H 0.48 0.05 7.64
H -0.92 0.43 5.62
H -0.32 -2.60 2.56
H -1.96 -4.41 3.00
H -4.33 -3.85 3.56
H -5.05 -1.45 3.59
H -3.44 0.34 3.07

[2]
This record from the OMol25 dataset describes C17H21Br2F3N5O4 as an isolated structure. The level of theory is ωB97M-V/def2-TZVPD.

Summary:
Calculated total energy ... -6681.83155 hartree
E_HOMO ... -0.4110 hartree
Charge ... +1

Atoms and positions in Å:
N 3.65 2.47 2.26
C 2.52 1.41 2.20
C 3.16 0.11 1.43
C 2.02 -1.02 0.99
N 0.88 -0.33 0.20
C 0.42 -1.24 -0.96
N -0.23 -0.68 -2.06
C -0.57 0.82 -2.16
O -1.48 1.21 -1.04
C -1.53 2.69 -0.91
C -1.72 3.45 0.57
C -1.81 5.10 0.72
C -1.73 6.12 -0.59
C -1.51 5.38 -2.05
C -1.41 3.73 -2.21
N -0.64 -1.43 -3.18
C 0.14 -1.15 -4.28
O 0.69 -0.67 -5.41
N 0.68 -2.72 -0.90
C -0.54 -3.58 -0.75
C -1.78 -2.97 0.12
C -1.56 -2.92 1.74
F -0.88 -1.69 2.24
Br -0.76 -4.63 2.51
C -3.10 -2.87 2.39
F -2.96 -2.50 3.86
F -3.98 -1.88 1.73
Br -3.91 -4.74 2.41
C 1.84 -3.12 -0.02
O 2.66 -4.24 -0.58
O 2.75 -1.97 0.09
H 3.25 3.39 2.59
H 3.97 2.68 1.27
H 2.05 1.18 3.24
H 1.70 1.89 1.48
H 3.87 0.40 0.55
H 3.86 -0.43 2.23
H 1.66 -1.51 1.99
H 1.37 0.53 -0.19
H -1.06 1.12 -3.18
H 0.41 1.48 -2.00
H -1.81 2.85 1.59
H -1.94 5.65 1.78
H -1.82 7.30 -0.51
H -1.45 6.07 -3.01
H -1.24 3.30 -3.29
H -0.96 -3.78 -1.85
H -0.17 -4.64 -0.37
H -2.70 -3.71 -0.06
H -2.17 -1.92 -0.22
H 1.52 -3.47 1.05
H 2.31 -4.51 -1.48

[3]
This record from the OMol25 dataset describes a 2-piece molecular cluster, C4H8OS2 overall. The level of theory is ωB97M-V/def2-TZVPD.

Summary:
Calculated total energy ... -1028.67346 hartree
E_HOMO ... -0.3492 hartree
Energy above the lowest of the compared OMol25 structures with the same formula, charge and spin ... 392.7 kJ/mol

Atoms and positions in Å:
C -1.39 -0.37 0.10
C -2.76 -0.48 0.59
O -3.50 -1.27 0.02
C -0.40 0.67 0.73
S 1.16 0.08 1.48
S 1.60 -0.33 -1.41
C 1.96 1.49 -1.30
H -0.77 -1.28 0.28
H -1.37 -0.34 -1.08
H -3.21 0.43 1.08
H -0.90 1.16 1.61
H -0.31 1.46 -0.03
H 2.21 1.69 -2.36
H 2.93 1.68 -0.89
H 1.17 2.24 -1.08

[4]
This record from the OMol25 dataset describes a 11-piece molecular cluster, H22O11 overall. The level of theory is ωB97M-V/def2-TZVPD.

Summary:
SMILES ... O.O.O.O.O.O.O.O.O.O.O
Calculated total energy ... -840.85860 hartree
E_HOMO ... -0.4075 hartree
Energy above the lowest of the compared OMol25 structures with the same formula, charge and spin ... 56.5 kJ/mol

Atoms and positions in Å:
O -0.01 -2.61 0.04
H -0.58 -2.36 -0.73
H 0.91 -2.37 -0.27
O -0.78 -0.11 -3.67
H -0.58 0.83 -3.55
H -0.33 -0.33 -4.46
O 0.99 2.73 -2.64
H 0.48 2.86 -1.83
H 1.68 2.14 -2.30
O 2.31 0.19 -2.32
H 2.94 -0.57 -2.39
H 1.43 -0.20 -2.06
O -0.12 -1.20 2.92
H -0.17 -1.73 2.11
H 0.28 -0.36 2.76
O 2.07 1.41 1.96
H 2.63 2.25 2.10
H 1.41 1.56 1.30
O 0.01 1.33 0.35
H -0.78 1.53 0.93
H -0.14 0.40 0.20
O -2.06 -1.60 -1.71
H -1.65 -1.10 -2.45
H -2.96 -1.38 -1.61
O -2.85 -0.38 3.45
H -3.28 -1.19 3.05
H -1.85 -0.58 3.52
O -2.17 1.70 1.71
H -2.48 0.94 2.27
H -2.57 2.45 2.10
O 2.64 -1.46 0.02
H 3.11 -2.06 0.59
H 2.46 -0.73 0.63

Question: Among the records above, which one has the highest calculated total energy?
Answer: H22O11

Question: Number 4 is which compound?
Answer: H22O11